Record 1
# C49H40CeF2N9O5

A molecular structure, C49H40CeF2N9O5 (ωB97M-V with the def2-TZVPD basis set, OMol25).

The calculation puts the HOMO energy (spin up / spin down) at -10.820 / -10.820 eV. The net charge is +1.

Element x y z (Å)
Ce: -0.1254 -0.3458 0.1905
C: 1.7316 -2.7393 -2.1266
C: 3.1086 -2.0682 -2.0697
C: 3.5101 -1.2704 -0.8495
C: 4.8718 -1.2300 -0.5372
C: 5.3030 -0.5033 0.5559
C: 4.3566 0.1805 1.3033
C: 3.0290 0.0970 0.9231
N: 2.6060 -0.6114 -0.1293
N: 0.5069 -1.9270 -2.2104
C: 0.4980 -1.1607 -3.4635
C: 1.4988 -0.0412 -3.4382
C: 2.2994 0.2646 -4.5395
C: 3.2448 1.2698 -4.4189
C: 3.3369 1.9574 -3.2194
C: 2.4549 1.6230 -2.2039
N: 1.5679 0.6457 -2.3031
C: -0.5962 -2.8952 -2.2269
C: -2.0111 -2.3778 -2.1418
C: -3.0155 -3.3018 -1.8494
C: -4.3342 -2.8917 -1.8638
C: -4.6180 -1.5751 -2.1923
C: -3.5552 -0.7336 -2.4590
N: -2.2819 -1.1127 -2.4299
H: 1.7611 -3.4076 -3.0083
H: 1.6373 -3.3658 -1.2428
H: 3.8234 -2.8930 -2.1583
H: 3.2611 -1.4381 -2.9488
H: 5.5826 -1.7735 -1.1426
H: 6.3517 -0.4655 0.8159
H: 4.6379 0.7570 2.1701
H: 2.2701 0.6247 1.4966
H: 0.6894 -1.8119 -4.3346
H: -0.5049 -0.7316 -3.5621
H: 2.2010 -0.2896 -5.4606
H: 3.9096 1.5007 -5.2380
H: 4.0751 2.7298 -3.0684
H: 2.4500 2.1619 -1.2674
H: -0.5381 -3.5123 -3.1449
H: -0.4675 -3.5681 -1.3786
H: -2.7612 -4.3230 -1.6076
H: -5.1294 -3.5869 -1.6418
H: -5.6322 -1.2129 -2.2320
H: -3.7280 0.2965 -2.7352
O: -4.7233 -0.8085 0.7410
C: -3.4851 -0.8679 0.8103
N: -2.6084 0.0784 0.5045
C: -3.2650 1.3210 0.1384
C: -2.6985 1.9818 -1.0773
C: -3.4117 3.0409 -1.6496
C: -2.9629 3.5989 -2.8256
C: -1.7948 3.0971 -3.3815
C: -1.1386 2.0734 -2.7250
N: -1.5698 1.5125 -1.5998
C: -2.8901 -2.1399 1.3466
C: -3.6058 -2.8121 2.3378
C: -3.1187 -4.0045 2.8309
C: -1.9535 -4.5120 2.2715
C: -1.3272 -3.7897 1.2723
N: -1.7535 -2.6062 0.8305
H: -3.2187 2.0433 0.9724
H: -4.3371 1.1212 -0.0384
H: -4.3248 3.3800 -1.1830
H: -3.5157 4.3899 -3.3112
H: -1.4088 3.4835 -4.3102
H: -0.2203 1.6799 -3.1283
H: -4.5292 -2.3796 2.6887
H: -3.6439 -4.5367 3.6128
H: -1.5395 -5.4528 2.6011
H: -0.4390 -4.1859 0.7971
F: 3.9905 -4.7619 1.6180
C: 3.1939 -3.7400 2.0429
C: 2.1055 -3.3614 1.2835
C: 1.2215 -2.3206 1.6370
C: 1.4718 -1.8106 2.9446
C: 2.6432 -2.1250 3.6380
F: 2.9887 -1.4463 4.7670
C: 3.5480 -3.0677 3.1940
C: 0.3935 -1.0600 3.6024
C: 0.2001 -1.1865 4.9817
C: -0.8405 -0.5177 5.5899
C: -1.6837 0.2510 4.8022
C: -1.4579 0.2787 3.4363
N: -0.4598 -0.3641 2.8372
H: 1.9362 -3.9581 0.3957
H: 4.4589 -3.2901 3.7230
H: 0.8506 -1.8175 5.5635
H: -0.9917 -0.5973 6.6571
H: -2.5067 0.8026 5.2317
H: -2.1151 0.8500 2.7912
O: 0.5310 2.0748 2.1932
C: 0.4694 2.5383 1.0495
O: 0.5788 1.8498 0.0002
C: 0.3073 4.0337 0.8392
C: 0.3116 4.5296 -0.4614
C: 0.1980 5.8884 -0.6996
C: 0.0830 6.7702 0.3592
C: 0.0723 6.2687 1.6575
C: 0.1796 4.9061 1.9090
N: -0.0512 7.1877 2.7611
O: -0.0573 8.3764 2.5111
O: -0.1428 6.7218 3.8760
H: 0.4074 3.8247 -1.2753
H: 0.2020 6.2649 -1.7109
H: -0.0006 7.8352 0.1989
H: 0.1726 4.5225 2.9190

Record 2
# C49H40NOP2PtS

A molecular structure, C49H40NOP2PtS (ωB97M-V with the def2-TZVPD basis set, OMol25).

The calculation puts the HOMO energy (spin up / spin down) at -9.875 / -10.389 eV. As for the multiplicity: 3. The net charge is +1.

Element x y z (Å)
Pt: -0.2049 1.4842 -0.6047
C: 0.1399 -3.2399 3.8211
C: -0.5433 -2.9789 2.4610
C: -1.5145 -4.1537 2.1645
C: -1.3984 -1.6977 2.5926
C: -2.6341 -1.8196 3.2410
C: -3.5480 -0.7878 3.3554
C: -3.3071 0.3970 2.6798
C: -2.1040 0.5686 2.0137
P: -1.8998 1.9331 0.8252
C: -3.4865 2.1599 -0.0292
C: -3.5390 3.2437 -0.9108
C: -4.6619 3.4646 -1.6885
C: -5.7432 2.5955 -1.6063
C: -5.6911 1.5092 -0.7484
C: -4.5672 1.2885 0.0378
C: -1.6477 3.4098 1.8437
C: -0.3961 3.5433 2.4472
C: -0.1370 4.6189 3.2780
C: -1.1229 5.5711 3.5079
C: -2.3686 5.4385 2.9156
C: -2.6359 4.3570 2.0855
C: -1.0950 -0.4097 2.1480
O: 0.1436 0.0740 1.8769
C: 0.7511 -1.8171 0.4423
C: 1.8170 -2.0757 -0.6048
C: 2.5132 -3.2456 -0.6975
C: 2.2745 -4.2815 0.2159
C: 1.2817 -4.1316 1.2068
C: 0.5122 -3.0170 1.3392
P: 2.0109 -0.8021 -1.8302
C: 1.0446 -1.0923 -3.3056
C: 0.4978 -0.0189 -4.0055
C: -0.2169 -0.2577 -5.1702
C: -0.3848 -1.5550 -5.6326
C: 0.1586 -2.6242 -4.9320
C: 0.8743 -2.3951 -3.7685
C: 3.7498 -0.7413 -2.2811
C: 4.7527 -0.9596 -1.3372
C: 6.0810 -0.7667 -1.6855
C: 6.4105 -0.3525 -2.9677
C: 5.4143 -0.1297 -3.9092
C: 4.0860 -0.3195 -3.5687
H: -0.6022 -3.2007 4.6186
H: 0.9004 -2.4875 4.0357
H: 0.6117 -4.2215 3.8483
H: -2.1092 -4.4091 3.0394
H: -0.9629 -5.0463 1.8825
H: -2.1913 -3.8984 1.3484
H: -2.8920 -2.7656 3.6950
H: -4.4637 -0.9327 3.9111
H: -4.0589 1.1764 2.6504
H: -2.6902 3.9145 -0.9910
H: -4.6928 4.3109 -2.3617
H: -6.6221 2.7645 -2.2141
H: -6.5269 0.8246 -0.6883
H: -4.5394 0.4252 0.6884
H: 0.3713 2.7972 2.2681
H: 0.8339 4.7178 3.7455
H: -0.9184 6.4161 4.1518
H: -3.1381 6.1762 3.0999
H: -3.6145 4.2558 1.6346
H: 3.2550 -3.3806 -1.4764
H: 2.8395 -5.2005 0.1557
H: 1.1367 -4.9610 1.8864
H: 0.6266 0.9908 -3.6377
H: -0.6452 0.5728 -5.7153
H: -0.9431 -1.7353 -6.5416
H: 0.0216 -3.6353 -5.2906
H: 1.2833 -3.2311 -3.2149
H: 4.4998 -1.2749 -0.3335
H: 6.8582 -0.9402 -0.9534
H: 7.4479 -0.2028 -3.2360
H: 5.6732 0.1904 -4.9093
H: 3.3106 -0.1487 -4.3049
C: -2.1580 -0.4413 -1.8320
C: -0.9997 -0.3640 -0.8589
C: -0.5098 -1.5089 -0.3802
C: 1.2411 -0.7278 1.4388
C: 2.2837 0.3005 1.0415
C: 3.1903 0.7371 1.9753
C: 3.8101 2.0061 1.8778
C: 3.3366 2.9267 0.9774
C: 2.3480 2.5406 0.0512
S: 1.1950 3.5498 -0.6932
C: 2.0645 1.1346 -0.0957
N: 1.6072 0.7055 -1.3283
H: -3.0825 -0.7023 -1.3139
H: -1.9695 -1.2062 -2.5895
H: -2.3328 0.5054 -2.3438
H: -0.9729 -2.4353 -0.7246
H: 1.6525 -1.2531 2.3068
H: 3.3817 0.1250 2.8497
H: 4.5504 2.2954 2.6105
H: 3.6389 3.9647 1.0249

| no. | maximum force (Eh/bohr) |
| --- | --- |
| 1 | 0.0570 |
| 2 | 0.0084 |